Computed, not measured: a 2-piece molecular cluster, C4H13N2O2 overall in a non-equilibrium geometry, with ωB97M-V/def2-TZVPD.

Each line ends with the Löwdin charge.
CARTESIAN COORDINATES (ANGSTROEM)
N  -0.5781  1.5527  1.4789  0.07
C  -0.6129  0.1722  1.8921  -0.24
C  0.8049  -0.3480  1.7645  -0.14
N  1.0221  -0.5838  0.3360  0.03
C  0.2323  -1.4895  -0.2422  0.05
C  -0.0585  -1.2776  -1.6788  -0.17
O  -1.1255  -0.3286  -1.8486  -0.05
H  0.0060  1.6636  0.6483  0.05
H  -1.1331  -0.2130  -2.8071  0.12
H  -1.4811  1.9578  1.2618  0.10
H  -1.2624  -0.4219  1.1896  0.13
H  -1.1091  0.1246  2.8598  0.13
H  1.5021  0.3910  2.1556  0.14
H  1.0159  -1.2765  2.3130  0.14
H  2.0352  -0.6269  0.1613  0.20
H  0.3842  -2.5025  0.1427  0.17
H  0.8433  -0.8507  -2.1421  0.16
H  -0.4367  -2.2248  -2.0637  0.14
H  -0.0580  2.7112  -2.3035  0.05
H  -0.2799  1.3949  -1.5351  -0.02
O  0.2893  2.1759  -1.5826  -0.06

Calculated values
Energy in hartree: -419.8165
Relative energy (zero: lowest compared OMol25 entry of this formula, charge and spin) in eV: 5.6856
Total charge: +1
HOMO-LUMO gap in Eh: 0.228
HOMO in Ha: -0.493



Computed, not measured: C8H12F3KO4 as an isolated structure in a non-equilibrium geometry, with ωB97M-V/def2-TZVPD.

Each line ends with the Mulliken spin population.
CARTESIAN COORDINATES (ANGSTROEM)
K  -18.8581  0.2313  -9.2200  0.00
C  -20.0457  3.5145  -10.1567  -0.04
O  -19.0329  2.6442  -10.6894  0.11
O  -20.7627  2.4896  -9.5319  0.89
C  -19.2349  4.7229  -9.4868  0.00
F  -20.0860  5.5092  -8.8058  0.00
F  -18.4200  4.1660  -8.6210  0.00
F  -18.5545  5.5553  -10.3612  0.00
C  -18.6998  2.6795  -12.0410  0.01
C  -17.3843  1.8424  -12.1544  0.01
H  -16.8633  2.0284  -13.0936  0.00
H  -16.7009  2.1165  -11.3507  0.00
H  -17.4616  0.7552  -12.1596  0.00
H  -18.5676  3.6676  -12.4820  0.00
H  -19.2470  1.9700  -12.6618  0.00
H  -20.7553  3.9201  -10.8777  0.02
O  -17.7398  -1.9966  -8.4781  0.00
C  -17.2961  -2.8976  -9.1409  0.00
O  -17.0246  -2.7095  -10.4656  0.00
C  -16.4932  -3.8288  -11.1496  0.00
C  -16.6653  -4.9173  -10.0797  0.00
C  -16.5932  -4.2305  -8.7720  0.00
H  -15.4330  -3.6475  -11.3263  0.00
H  -16.8662  -3.8937  -12.1717  0.00
H  -15.8165  -5.6007  -10.1042  0.00
H  -17.6470  -5.3909  -10.0944  0.00
H  -15.6214  -3.8204  -8.4972  0.00
H  -17.1165  -4.7592  -7.9752  0.00

Calculated values
Spin multiplicity: 2
Energy in hartree: -1512.2465
Total charge: +1
HOMO-LUMO gap (spin up / spin down) in Eh: 0.411 / 0.300
HOMO (spin up / spin down) in Ha: -0.518 / -0.518



Computed, not measured: a 3-piece molecular cluster, C4H13NO2 overall in a non-equilibrium geometry, with ωB97M-V/def2-TZVPD.

Each line ends with the Löwdin charge.
CARTESIAN COORDINATES (ANGSTROEM)
C  -1.3764  1.1268  -1.6684  -0.01
C  -1.1844  1.7549  -0.4660  -0.18
C  -0.3871  1.0881  0.6027  -0.23
C  0.0802  2.0027  1.7809  -0.31
N  0.6321  1.2974  2.9312  -0.02
H  -1.8951  0.1780  -1.7774  0.03
H  -0.9827  1.6028  -2.5675  0.05
H  -1.4732  2.8069  -0.4362  0.09
H  0.4293  0.4255  0.3261  0.11
H  -1.0473  0.3971  1.1788  0.11
H  0.8579  2.6287  1.3325  0.10
H  -0.7289  2.6700  2.0794  0.11
H  1.2825  0.6161  2.5494  0.06
H  -0.0999  0.7667  3.3907  0.06
O  -2.5449  -2.0767  -2.2098  -0.06
H  -3.3289  -2.1172  -2.7684  0.04
H  -2.1700  -2.9603  -2.1716  0.04
O  4.2597  -3.9389  -0.7276  -0.07
H  4.6049  -4.7598  -0.3553  0.03
H  5.0721  -3.5086  -1.0237  0.03

Calculated values
Energy in hartree: -365.3235
Relative energy (zero: lowest compared OMol25 entry of this formula, charge and spin) in eV: 3.2380
HOMO-LUMO gap in Eh: 0.313
Structure (SMILES): C=CCCN.O.O
HOMO in Ha: -0.283



Computed, not measured: an isolated ion of composition C3H9N2O and charge +1 in a non-equilibrium geometry, with ωB97M-V/def2-TZVPD.

Each line ends with the Löwdin charge.
CARTESIAN COORDINATES (ANGSTROEM)
C  2.2969  0.9605  -0.2767  -0.04
N  0.8862  0.8619  -0.6262  0.04
C  0.0758  0.0451  0.0558  -0.48
O  0.4508  -0.8407  0.8128  0.06
C  -1.4407  0.1639  -0.1051  -0.03
N  -1.9770  -1.1794  0.2526  0.20
H  2.9242  0.9168  -1.1674  0.10
H  2.5475  1.7720  0.4009  0.10
H  2.5664  0.0244  0.2202  0.09
H  0.5415  1.7196  -1.0214  0.15
H  -1.5968  0.8117  0.7479  0.15
H  -1.9112  0.4997  -0.9980  0.13
H  -2.0407  -1.7975  -0.5566  0.18
H  -1.3695  -1.5367  1.0094  0.16
H  -2.9350  -1.0819  0.5968  0.18

Calculated values
Energy in hartree: -304.2191
Relative energy (zero: lowest compared OMol25 entry of this formula, charge and spin) in eV: 0.8502
Total charge: +1
HOMO-LUMO gap in Eh: 0.394
Structure (SMILES): CNC(=O)C[NH3+]
HOMO in Ha: -0.529



Computed, not measured: C24H32ClN7O3P as an isolated structure, with ωB97M-V/def2-TZVPD.

Each line ends with the Löwdin charge.
CARTESIAN COORDINATES (ANGSTROEM)
O  -2.6874  1.0829  0.4608  -0.36
P  -3.0598  1.1742  -0.9776  0.13
O  -2.8116  -0.2593  -1.7174  -0.19
O  -1.8991  2.0603  -1.7034  -0.20
N  -4.5114  1.5597  -1.5076  -0.69
Cl  -4.9871  3.1238  -0.9121  0.34
H  -3.6639  -0.7130  -1.7215  0.06
H  -1.1358  2.1200  -1.1173  0.07
N  -0.4498  -0.8705  0.3880  0.02
C  -0.2384  -0.9133  1.7293  -0.13
C  1.0154  -1.4336  1.9445  -0.13
C  1.5799  -1.7108  0.6686  -0.13
C  0.6431  -1.3500  -0.2694  -0.15
H  -1.2962  -0.5279  -0.0461  0.08
H  -0.9937  -0.5619  2.4105  0.11
H  1.4698  -1.5899  2.9098  0.06
H  2.5539  -2.1241  0.4613  0.08
H  0.6639  -1.3980  -1.3451  0.10
N  -1.1295  3.2118  -4.5007  0.03
C  -0.0166  3.1300  -5.2888  -0.19
C  -0.1474  4.0419  -6.3057  -0.12
C  -1.3908  4.7028  -6.1131  -0.12
C  -1.9694  4.1656  -4.9894  -0.13
H  -1.3068  2.6611  -3.6718  0.11
H  0.7754  2.4362  -5.0588  0.10
H  0.5697  4.2184  -7.0902  0.09
H  -1.8117  5.4831  -6.7254  0.08
H  -2.9016  4.3811  -4.4958  0.11
N  2.6688  -2.6767  5.4625  0.00
C  1.9123  -3.6578  6.0385  -0.14
C  1.4420  -3.1755  7.2310  -0.12
C  1.9345  -1.8498  7.3773  -0.11
C  2.6869  -1.5721  6.2676  -0.14
H  3.1335  -2.7525  4.5766  0.14
H  1.7719  -4.6080  5.5528  0.10
H  0.8149  -3.7132  7.9229  0.07
H  1.7529  -1.1771  8.1985  0.09
H  3.2258  -0.6854  5.9820  0.11
N  -1.5316  -5.6513  8.5386  0.00
C  -2.0550  -6.5574  9.4195  -0.15
C  -1.8248  -7.8103  8.9167  -0.12
C  -1.1353  -7.6516  7.6827  -0.11
C  -0.9694  -6.3078  7.4801  -0.14
H  -1.5610  -4.6543  8.6459  0.14
H  -2.5446  -6.2363  10.3226  0.10
H  -2.1192  -8.7372  9.3797  0.09
H  -0.8013  -8.4332  7.0214  0.09
H  -0.5056  -5.7637  6.6752  0.10
N  2.0281  7.2210  -1.7454  -0.01
C  1.4797  8.0324  -2.7023  -0.15
C  0.9347  7.2296  -3.6686  -0.11
C  1.1617  5.8807  -3.2815  -0.09
C  1.8378  5.9094  -2.0920  -0.14
H  2.4927  7.5371  -0.9160  0.14
H  1.5186  9.1044  -2.6110  0.10
H  0.4216  7.5648  -4.5543  0.09
H  0.8551  4.9963  -3.8161  0.07
H  2.1910  5.1119  -1.4608  0.10
N  0.0794  -0.3334  -6.2870  0.01
C  1.1998  -0.8093  -5.6684  -0.15
C  1.7922  -1.7148  -6.5096  -0.12
C  0.9929  -1.7848  -7.6832  -0.12
C  -0.0561  -0.9192  -7.5124  -0.14
H  -0.5488  0.3489  -5.8989  0.13
H  1.4800  -0.4679  -4.6865  0.10
H  2.6951  -2.2657  -6.3055  0.08
H  1.1673  -2.3990  -8.5509  0.08
H  -0.8817  -0.6714  -8.1568  0.10

Calculated values
Energy in hartree: -2344.3990
Relative energy (zero: lowest compared OMol25 entry of this formula, charge and spin) in eV: 0.0000
Total charge: -1
HOMO-LUMO gap in Eh: 0.261
HOMO in Ha: -0.178



Computed, not measured: C19H42MgP2Si as an isolated structure in a non-equilibrium geometry, with ωB97M-V/def2-TZVPD.

Each line ends with the Löwdin charge.
CARTESIAN COORDINATES (ANGSTROEM)
P  0.8811  1.6885  0.9048  0.80
P  -0.1738  -1.2066  0.5930  0.81
C  0.6990  1.0249  -0.8249  -0.39
C  -0.3963  -0.0534  -0.8516  -0.38
H  1.6673  0.5843  -1.0920  0.08
H  0.4925  1.8278  -1.5425  0.06
H  -1.3831  0.4098  -0.7306  0.09
H  -0.4025  -0.5993  -1.8025  0.07
C  0.9575  -2.4965  -0.0706  -0.25
H  0.9995  -3.3243  0.6432  0.04
H  1.9647  -2.0806  -0.1618  0.04
H  0.6254  -2.8713  -1.0451  0.04
C  -1.7738  -2.1036  0.6630  -0.24
H  -2.0696  -2.4949  -0.3165  0.05
H  -2.5465  -1.4263  1.0366  0.04
H  -1.6780  -2.9322  1.3705  0.03
C  2.4782  2.5911  0.8403  -0.24
H  2.6456  3.1961  1.7380  0.05
H  2.4888  3.2347  -0.0435  0.04
H  3.2869  1.8618  0.7387  0.04
C  -0.3346  3.0683  0.9551  -0.23
H  -1.3461  2.6563  1.0072  0.05
H  -0.2491  3.7222  0.0799  0.05
H  -0.1626  3.6518  1.8641  0.05
Mg  0.5661  -0.0115  2.3734  0.21
C  -1.3285  -0.1040  -4.8949  -0.11
C  -0.1430  -0.7238  -4.8553  -0.12
C  1.1706  -0.3512  -5.4913  -0.19
C  1.3381  1.1078  -5.9703  -0.20
C  1.1819  2.1172  -4.8584  -0.10
C  0.0601  2.6563  -4.3664  -0.12
C  -1.3770  2.4407  -4.7628  -0.19
C  -1.7018  1.1805  -5.5951  -0.20
C  1.2979  1.0806  4.0335  -0.27
H  -2.1353  -0.5645  -4.3245  0.10
H  -0.0989  -1.6464  -4.2750  0.09
H  1.3620  -1.0269  -6.3397  0.11
H  1.9642  -0.5694  -4.7628  0.11
H  2.3480  1.2033  -6.3862  0.11
H  0.6529  1.3120  -6.7951  0.10
H  2.1144  2.4186  -4.3808  0.10
H  0.1837  3.3661  -3.5476  0.09
H  -1.7349  3.3278  -5.3086  0.11
H  -1.9730  2.4088  -3.8399  0.11
H  -2.7833  1.1754  -5.7752  0.11
H  -1.2336  1.2507  -6.5786  0.10
H  0.6397  0.9397  4.8980  -0.05
H  1.4086  2.1589  3.8602  -0.06
H  2.2865  0.6793  4.2959  -0.05
C  0.1595  -3.3627  3.8941  -0.20
Si  -0.6428  -1.9692  4.8442  0.33
C  -2.1733  -2.6053  5.6996  -0.21
C  0.5640  -1.4444  6.1747  -0.20
C  -1.1313  -0.5657  3.6762  -0.37
H  0.4480  -4.1688  4.6004  0.04
H  1.0707  -2.9822  3.3846  0.02
H  -0.5443  -3.7729  3.1465  0.02
H  -1.8924  -3.4383  6.3793  0.03
H  -2.6368  -1.7889  6.2877  0.03
H  -2.8913  -2.9766  4.9412  0.03
H  1.5238  -1.1264  5.7230  0.02
H  0.1273  -0.6161  6.7698  0.04
H  0.7629  -2.3061  6.8443  0.03
H  -1.9695  -0.9261  3.0648  -0.07
H  -1.5101  0.2954  4.2644  -0.01

Calculated values
Energy in hartree: -1921.3278
Relative energy (zero: lowest compared OMol25 entry of this formula, charge and spin) in eV: 0.0000
HOMO-LUMO gap in Eh: 0.225
HOMO in Ha: -0.219